Record 1
Below is a molecular structure, C30H48AlCl7CsN5O11S, with properties calculated with ωB97M-V/def2-TZVPD.

* total energy: -6154.354038 Ha
* LUMO level: -8.14 eV
* charge: +2
* largest force on an atom: 10.46 eV/A
* orbital gap: 0.048 Eh

Geometry (Å):
C: -4.349 5.983 -4.241
C: -4.168 4.786 -4.804
C: -2.888 4.018 -4.587
N: -2.932 3.170 -3.382
C: -3.863 2.273 -3.222
C: -4.008 1.404 -2.136
N: -5.029 0.476 -2.018
C: -5.285 -0.183 -3.337
C: -5.967 -1.556 -3.184
C: -3.001 1.541 -1.145
C: -3.004 0.652 0.048
C: -3.634 1.054 1.243
C: -3.536 0.153 2.268
C: -2.878 -1.048 2.196
N: -2.291 -1.459 1.077
C: -2.368 -0.599 0.054
C: -2.040 2.545 -1.448
C: -0.898 2.732 -0.457
C: 0.287 3.480 -1.092
C: 1.632 3.125 -0.424
C: 2.254 1.952 -1.232
C: 1.791 0.547 -0.749
C: 2.043 0.282 0.741
C: 1.639 -1.196 1.079
N: -1.990 3.346 -2.489
H: -3.549 6.716 -4.123
H: -5.346 6.292 -3.925
H: -4.985 4.417 -5.429
H: -2.598 3.393 -5.437
H: -2.067 4.729 -4.446
H: -4.590 2.193 -4.026
H: -4.642 -0.223 -1.383
H: -4.325 -0.302 -3.861
H: -5.945 0.454 -3.934
H: -6.686 -1.652 -4.004
H: -6.508 -1.671 -2.241
H: -5.243 -2.370 -3.279
H: -4.140 2.009 1.335
H: -3.997 0.419 3.214
H: -2.810 -1.710 3.059
H: -1.885 -0.913 -0.877
H: -1.323 3.258 0.414
H: -0.635 1.739 -0.075
H: 0.408 3.227 -2.153
H: 0.050 4.544 -1.061
H: 2.273 4.010 -0.535
H: 1.546 2.930 0.649
H: 2.000 1.994 -2.298
H: 3.349 2.055 -1.165
H: 2.387 -0.189 -1.314
H: 0.747 0.392 -1.045
H: 1.433 0.944 1.365
H: 3.102 0.436 0.991
H: 1.050 -1.593 0.247
H: 0.979 -1.170 1.951
H: 2.521 -1.796 1.307
C: 1.558 -4.322 4.738
C: 2.513 -5.461 4.558
O: 3.597 -4.851 3.845
C: 3.551 -3.520 4.118
O: 4.421 -2.757 3.815
O: 2.440 -3.181 4.763
H: 0.992 -4.397 5.664
H: 0.857 -4.215 3.905
H: 2.889 -5.845 5.510
H: 2.084 -6.282 3.989
Cl: -1.392 -3.485 -0.360
C: 6.532 -5.509 6.947
N: 5.394 -6.063 7.738
O: 4.296 -5.680 7.486
O: 5.683 -6.893 8.611
H: 6.134 -4.803 6.228
H: 7.212 -5.015 7.642
H: 7.024 -6.343 6.441
Cs: 7.439 -7.846 9.095
O: 1.285 6.799 -0.913
S: 0.156 7.623 -0.472
O: 0.631 8.593 0.514
O: -0.871 6.758 0.118
O: -0.424 8.339 -1.609
O: -0.681 -5.326 2.884
H: -0.788 -5.047 1.947
H: -1.417 -5.932 3.010
C: 5.728 -0.727 -1.658
C: 5.270 -0.388 -3.068
O: 4.208 0.134 -3.215
C: 6.189 -0.733 -4.211
H: 4.961 -0.422 -0.947
H: 5.862 -1.806 -1.572
H: 6.660 -0.197 -1.422
H: 6.366 -1.813 -4.238
H: 7.138 -0.204 -4.103
H: 5.725 -0.433 -5.147
Al: 7.088 -2.640 -0.814
C: -6.550 -1.002 5.676
Cl: -5.366 -1.305 4.391
Cl: -8.125 -1.624 5.179
Cl: -6.032 -1.816 7.157
Cl: -6.664 0.737 5.967
C: 0.185 1.685 -7.016
Cl: -0.510 1.745 -5.388
Cl: -0.668 2.768 -8.118
H: 1.225 1.986 -6.961
H: 0.108 0.671 -7.390

=====

Record 2
Below is a gas-phase ion, C30H48ClN6O5S2 (charge +1), with properties calculated with ωB97M-V/def2-TZVPD.

* total energy: -3132.822074 Ha
* LUMO level: -2.26 eV
* charge: +1
* largest force on an atom: 1.82 eV/A
* orbital gap: 0.327 Eh

Geometry (Å):
C: 4.935 2.522 -2.134
C: 4.363 1.550 -2.544
C: 3.628 0.354 -2.980
C: 2.970 -0.351 -1.767
C: 1.452 -0.361 -1.915
C: 0.588 -1.181 -0.947
N: 0.400 -2.540 -1.394
C: 1.431 -3.145 -2.256
C: -0.177 -3.508 -0.491
C: 0.661 -4.521 0.224
O: -1.372 -3.491 -0.365
N: -0.845 -0.536 -1.116
C: -1.489 -0.524 -2.468
C: -2.881 -1.137 -2.390
C: -3.861 -0.328 -1.528
C: -5.332 -0.521 -1.961
C: -6.207 -1.096 -0.848
C: -6.325 -0.137 0.356
C: -7.736 0.421 0.503
S: -7.861 1.921 1.529
C: -7.594 1.253 3.107
N: -8.396 1.247 4.102
N: -7.707 0.664 5.161
C: -6.557 0.364 4.705
O: -6.384 0.702 3.419
C: -0.865 0.700 -0.247
C: -0.927 2.052 -0.972
C: 0.024 3.088 -0.375
S: -0.334 4.617 -1.294
C: 0.953 5.653 -0.767
N: 0.999 6.873 -1.145
N: 2.147 7.401 -0.553
C: 2.665 6.464 0.117
O: 1.965 5.295 0.032
O: 0.370 0.618 0.436
C: 0.753 -0.727 0.556
Cl: -0.477 -1.480 1.683
C: 2.085 -0.761 1.293
C: 3.009 -1.973 1.063
C: 4.493 -1.593 1.050
C: 4.977 -1.012 2.379
C: 6.477 -0.737 2.317
O: 7.062 -0.608 3.589
C: 7.082 0.722 4.069
H: 5.443 3.356 -1.711
H: 4.326 -0.305 -3.493
H: 2.866 0.698 -3.682
H: 3.213 0.255 -0.900
H: 3.405 -1.327 -1.591
H: 1.140 0.678 -1.844
H: 1.213 -0.674 -2.929
H: 1.429 -2.670 -3.232
H: 1.135 -4.176 -2.436
H: 2.434 -3.166 -1.834
H: 0.677 -4.210 1.270
H: 1.678 -4.615 -0.139
H: 0.128 -5.467 0.190
H: -1.448 -1.200 -0.613
H: -0.895 -1.115 -3.160
H: -1.559 0.482 -2.864
H: -3.246 -1.217 -3.413
H: -2.789 -2.157 -2.012
H: -3.800 -0.718 -0.508
H: -3.591 0.727 -1.539
H: -5.378 -1.193 -2.819
H: -5.732 0.434 -2.305
H: -5.745 -2.031 -0.527
H: -7.197 -1.309 -1.247
H: -6.040 -0.657 1.267
H: -5.637 0.704 0.250
H: -8.385 -0.321 0.965
H: -8.150 0.708 -0.461
H: -5.784 -0.123 5.271
H: -1.707 0.648 0.440
H: -1.940 2.440 -0.870
H: -0.710 1.977 -2.034
H: -0.154 3.245 0.684
H: 1.064 2.835 -0.557
H: 3.550 6.477 0.727
H: 1.820 -0.753 2.347
H: 2.619 0.174 1.132
H: 2.769 -2.441 0.109
H: 2.888 -2.693 1.870
H: 5.043 -2.525 0.885
H: 4.740 -0.945 0.210
H: 4.779 -1.738 3.167
H: 4.441 -0.080 2.569
H: 6.970 -1.573 1.818
H: 6.653 0.152 1.702
H: 7.644 0.725 4.997
H: 6.069 1.090 4.252
H: 7.590 1.386 3.365

=====

Record 3
Below is 16 unconnected molecules or ions with the total composition C30H48IN15P, with properties calculated with ωB97M-V/def2-TZVPD.

* total energy: -2631.866979 Ha
* LUMO level: -5.48 eV
* charge: +1
* largest force on an atom: 4.32 eV/A
* orbital gap: 0.255 Eh

Geometry (Å):
P: 0.254 -3.115 -3.588
I: 1.988 -2.712 -1.893
H: -0.753 -4.033 -3.094
H: -0.425 -1.904 -3.973
H: 0.876 -3.623 -4.780
C: -0.560 0.544 -0.497
C: -1.082 -0.731 -1.076
N: -1.485 -1.730 -1.525
H: -1.383 1.138 -0.101
H: 0.142 0.325 0.309
H: -0.047 1.119 -1.270
C: -4.984 -2.559 -1.938
C: -6.184 -1.882 -1.365
N: -7.119 -1.356 -0.918
H: -4.771 -3.470 -1.380
H: -5.167 -2.815 -2.981
H: -4.121 -1.896 -1.880
C: 1.631 4.190 0.946
C: 0.247 3.627 0.988
N: -0.831 3.187 1.037
H: 2.196 3.736 0.134
H: 1.586 5.267 0.786
H: 2.140 3.991 1.890
C: -4.162 4.605 0.263
C: -4.978 4.842 -0.964
N: -5.613 5.027 -1.920
H: -4.563 3.759 0.817
H: -3.129 4.392 -0.015
H: -4.184 5.490 0.899
C: 2.324 3.426 5.574
C: 3.186 2.539 4.742
N: 3.859 1.846 4.095
H: 2.166 4.372 5.054
H: 1.359 2.950 5.747
H: 2.800 3.625 6.534
C: 2.672 1.446 -2.938
C: 2.056 2.727 -2.492
N: 1.575 3.728 -2.144
H: 2.030 0.970 -3.680
H: 3.653 1.640 -3.387
H: 2.795 0.777 -2.084
C: -1.812 -7.218 -3.876
C: -2.413 -5.929 -3.435
N: -2.897 -4.900 -3.084
H: -2.458 -7.692 -4.616
H: -0.826 -7.040 -4.320
H: -1.702 -7.886 -3.020
C: -0.412 2.903 8.978
C: 0.525 4.061 8.903
N: 1.259 4.976 8.856
H: -0.259 2.247 8.121
H: -0.231 2.340 9.894
H: -1.442 3.260 8.976
C: 5.870 -0.503 6.603
C: 4.666 0.174 7.162
N: 3.728 0.703 7.597
H: 6.069 -1.420 7.158
H: 5.701 -0.750 5.555
H: 6.734 0.156 6.680
C: 3.774 4.492 -5.863
C: 4.445 3.462 -5.020
N: 4.968 2.658 -4.361
H: 3.340 5.263 -5.226
H: 4.501 4.950 -6.534
H: 2.983 4.029 -6.453
C: -3.688 5.876 4.140
C: -4.195 4.600 3.557
N: -4.590 3.607 3.103
H: -4.521 6.462 4.529
H: -2.992 5.662 4.951
H: -3.173 6.455 3.372
C: 2.138 -0.329 -6.788
C: 1.530 0.951 -6.323
N: 1.045 1.960 -5.970
H: 1.491 -0.798 -7.530
H: 3.113 -0.134 -7.236
H: 2.264 -1.007 -5.943
C: -4.727 -4.842 1.835
C: -3.871 -5.732 0.996
N: -3.206 -6.428 0.344
H: -4.898 -3.897 1.317
H: -5.686 -5.323 2.025
H: -4.232 -4.643 2.786
C: 3.301 -5.833 -5.469
C: 1.918 -6.387 -5.400
N: 0.838 -6.819 -5.347
H: 3.845 -6.298 -6.292
H: 3.262 -4.756 -5.631
H: 3.827 -6.035 -4.535
C: -0.065 -3.756 1.680
C: 0.581 -3.568 3.011
N: 1.085 -3.422 4.047
H: 0.592 -3.380 0.895
H: -0.260 -4.815 1.508
H: -1.009 -3.211 1.645

=====

Record 4
Below is 2 unconnected molecules or ions with the total composition C30H48N4O4P2S, with properties calculated with ωB97M-V/def2-TZVPD.

* total energy: -2772.321275 Ha
* LUMO level: -1.33 eV
* charge: 0
* largest force on an atom: 5.95 eV/A
* orbital gap: 0.225 Eh

Geometry (Å):
C: -2.110 -1.036 -4.136
C: -2.016 -2.658 -4.150
C: -0.882 -3.256 -5.138
C: -2.898 -3.454 -3.357
C: -2.437 -4.641 -2.367
C: -2.600 -4.190 -0.811
C: -2.057 -5.281 0.247
C: -1.500 -6.629 -0.491
C: -0.796 -4.654 1.025
C: -0.908 -4.678 2.635
C: -0.925 -3.147 3.179
C: 0.331 -2.205 3.060
P: 1.855 -2.985 2.252
N: 3.367 -2.460 2.993
O: 1.850 -2.348 0.627
C: 0.231 -0.688 3.583
C: 1.549 0.220 3.444
C: 1.801 0.564 1.890
C: 1.997 2.158 1.690
C: 1.477 2.613 0.238
N: 0.296 3.519 0.247
C: -0.266 3.938 -1.022
C: -1.464 4.890 -0.788
C: -1.614 5.022 0.786
C: -0.474 4.117 1.315
C: -1.082 -0.086 4.204
P: -1.268 1.697 4.776
C: 0.032 2.200 6.058
C: -3.026 2.115 5.323
C: -2.288 -1.126 4.310
N: -3.608 -0.936 4.841
S: -4.614 -2.311 4.788
N: -3.488 -3.382 4.019
C: -2.259 -2.634 3.818
H: -2.002 -0.721 -5.244
H: -3.122 -0.655 -3.771
H: -1.210 -0.578 -3.592
H: -1.180 -3.075 -6.236
H: 0.108 -2.676 -4.979
H: -0.684 -4.368 -4.978
H: -4.038 -3.255 -3.386
H: -1.320 -4.826 -2.568
H: -3.015 -5.596 -2.614
H: -2.069 -3.166 -0.745
H: -3.713 -3.974 -0.572
H: -2.925 -5.603 0.920
H: -1.065 -7.333 0.312
H: -2.320 -7.169 -1.087
H: -0.623 -6.336 -1.166
H: 0.156 -5.247 0.730
H: -0.564 -3.560 0.731
H: 0.018 -5.170 3.125
H: -1.864 -5.239 2.925
H: 3.675 -1.555 2.607
H: 3.339 -2.466 4.022
H: 0.910 -2.049 0.503
H: 1.366 1.222 3.980
H: 2.465 -0.244 3.978
H: 2.760 0.064 1.510
H: 0.901 0.139 1.307
H: 1.563 2.792 2.534
H: 3.142 2.336 1.717
H: 1.247 1.676 -0.390
H: 2.345 3.209 -0.247
H: 0.089 3.660 -2.065
H: -2.156 5.411 -1.526
H: -2.353 5.622 1.406
H: -0.243 3.939 2.421
H: 0.587 1.332 6.555
H: 0.840 2.799 5.480
H: -0.369 2.943 6.850
H: -3.800 1.625 4.621
H: -3.259 1.845 6.416
H: -3.174 3.257 5.194
C: 4.407 5.074 -2.823
C: 2.940 4.836 -3.133
O: 2.574 5.399 -4.399
C: 3.010 4.730 -5.482
O: 3.664 3.715 -5.475
O: 2.612 5.404 -6.574
C: 3.105 4.854 -7.796
H: 4.641 6.140 -2.878
H: 4.655 4.704 -1.826
H: 5.054 4.570 -3.544
H: 2.329 5.338 -2.379
H: 2.685 3.772 -3.099
H: 2.843 3.798 -7.889
H: 4.187 4.989 -7.854
H: 2.642 5.399 -8.620

=====

Record 5
Below is a molecular structure, C30H48N4O8P2SScSe2Te2, with properties calculated with ωB97M-V/def2-TZVPD.

* total energy: -9173.692842 Ha
* LUMO level: -2.44 eV
* charge: +1
* largest force on an atom: 1.59 eV/A
* orbital gap: 0.224 Eh

Geometry (Å):
Sc: -1.634 0.087 0.291
N: -0.623 -2.320 4.147
C: -1.310 -1.756 5.223
C: -1.750 -2.513 6.297
C: -2.413 -1.894 7.349
C: -2.750 -0.563 7.270
C: -2.326 0.206 6.177
C: -1.545 -0.391 5.167
S: -0.746 0.418 3.835
N: -1.152 -0.668 2.596
C: -0.874 -1.896 2.859
C: -0.914 -2.895 1.754
C: -0.793 -4.255 1.982
C: -0.951 -5.151 0.947
C: -1.254 -4.637 -0.314
C: -1.410 -3.276 -0.440
N: -1.181 -2.416 0.542
H: -0.451 -3.317 4.195
H: -1.563 -3.584 6.349
H: -2.732 -2.468 8.190
H: -3.359 -0.111 8.047
H: -2.633 1.236 6.151
H: -0.600 -4.599 3.003
H: -0.825 -6.232 1.103
H: -1.336 -5.320 -1.135
H: -1.739 -2.820 -1.349
C: 4.922 -2.013 0.214
C: 3.474 -1.728 0.452
C: 2.610 -2.867 -0.028
O: 3.190 -0.522 -0.326
P: 1.922 0.434 -0.294
O: 0.737 -0.050 0.461
C: 1.427 0.610 -1.986
P: 0.191 -0.582 -2.535
O: -0.939 -0.753 -1.592
O: 0.957 -1.923 -2.768
C: 1.589 -2.418 -3.996
C: 0.582 -2.604 -5.140
C: 2.785 -1.597 -4.387
O: -0.266 -0.125 -3.943
C: -1.691 0.271 -4.240
C: -1.607 1.547 -5.035
C: -2.387 -0.900 -4.918
O: 2.440 1.848 0.159
C: 3.698 2.537 -0.082
C: 4.148 2.438 -1.527
C: 4.773 2.063 0.860
H: 5.201 -2.896 0.802
H: 5.504 -1.181 0.602
H: 5.136 -2.181 -0.842
H: 3.256 -1.514 1.504
H: 2.755 -3.021 -1.115
H: 1.561 -2.629 0.159
H: 2.818 -3.828 0.465
H: 2.340 0.631 -2.595
H: 0.933 1.591 -2.038
H: 1.949 -3.376 -3.606
H: 0.476 -1.681 -5.758
H: -0.390 -2.755 -4.702
H: 0.873 -3.417 -5.805
H: 2.525 -0.553 -4.666
H: 3.306 -1.944 -5.267
H: 3.542 -1.567 -3.615
H: -2.145 0.489 -3.304
H: -1.072 1.406 -5.983
H: -1.127 2.336 -4.474
H: -2.625 1.857 -5.282
H: -1.973 -1.148 -5.897
H: -3.434 -0.627 -5.089
H: -2.414 -1.785 -4.244
H: 3.467 3.588 0.165
H: 4.493 1.434 -1.818
H: 5.004 3.108 -1.750
H: 3.388 2.736 -2.241
H: 5.035 1.048 0.632
H: 4.411 2.118 1.872
H: 5.626 2.730 0.746
Se: -1.760 2.373 -1.392
Te: -4.189 2.240 -2.019
Te: -4.447 -0.383 -1.615
Se: -4.021 -0.791 0.829
O: -3.001 2.016 1.514
C: -1.849 2.441 1.698
O: -0.816 1.785 1.399
C: -1.661 3.851 2.310
N: -3.083 4.377 2.512
C: -3.244 5.637 1.675
C: -2.245 5.388 0.568
C: -1.032 4.810 1.289
H: -1.155 3.812 3.287
H: -3.306 4.474 3.488
H: -3.627 3.569 2.135
H: -2.935 6.489 2.317
H: -4.306 5.746 1.350
H: -1.977 6.224 -0.085
H: -2.626 4.589 -0.124
H: -0.458 5.621 1.785
H: -0.373 4.231 0.635

=====

What is the formula in the fifth record? C30H48N4O8P2SScSe2Te2

=====

What is the formula in the third record? C30H48IN15P

=====

What did the third record say?
Below is 16 unconnected molecules or ions with the total composition C30H48IN15P, with properties calculated with ωB97M-V/def2-TZVPD.

* total energy: -2631.866979 Ha
* LUMO level: -5.48 eV
* charge: +1
* largest force on an atom: 4.32 eV/A
* orbital gap: 0.255 Eh

Geometry (Å):
P: 0.254 -3.115 -3.588
I: 1.988 -2.712 -1.893
H: -0.753 -4.033 -3.094
H: -0.425 -1.904 -3.973
H: 0.876 -3.623 -4.780
C: -0.560 0.544 -0.497
C: -1.082 -0.731 -1.076
N: -1.485 -1.730 -1.525
H: -1.383 1.138 -0.101
H: 0.142 0.325 0.309
H: -0.047 1.119 -1.270
C: -4.984 -2.559 -1.938
C: -6.184 -1.882 -1.365
N: -7.119 -1.356 -0.918
H: -4.771 -3.470 -1.380
H: -5.167 -2.815 -2.981
H: -4.121 -1.896 -1.880
C: 1.631 4.190 0.946
C: 0.247 3.627 0.988
N: -0.831 3.187 1.037
H: 2.196 3.736 0.134
H: 1.586 5.267 0.786
H: 2.140 3.991 1.890
C: -4.162 4.605 0.263
C: -4.978 4.842 -0.964
N: -5.613 5.027 -1.920
H: -4.563 3.759 0.817
H: -3.129 4.392 -0.015
H: -4.184 5.490 0.899
C: 2.324 3.426 5.574
C: 3.186 2.539 4.742
N: 3.859 1.846 4.095
H: 2.166 4.372 5.054
H: 1.359 2.950 5.747
H: 2.800 3.625 6.534
C: 2.672 1.446 -2.938
C: 2.056 2.727 -2.492
N: 1.575 3.728 -2.144
H: 2.030 0.970 -3.680
H: 3.653 1.640 -3.387
H: 2.795 0.777 -2.084
C: -1.812 -7.218 -3.876
C: -2.413 -5.929 -3.435
N: -2.897 -4.900 -3.084
H: -2.458 -7.692 -4.616
H: -0.826 -7.040 -4.320
H: -1.702 -7.886 -3.020
C: -0.412 2.903 8.978
C: 0.525 4.061 8.903
N: 1.259 4.976 8.856
H: -0.259 2.247 8.121
H: -0.231 2.340 9.894
H: -1.442 3.260 8.976
C: 5.870 -0.503 6.603
C: 4.666 0.174 7.162
N: 3.728 0.703 7.597
H: 6.069 -1.420 7.158
H: 5.701 -0.750 5.555
H: 6.734 0.156 6.680
C: 3.774 4.492 -5.863
C: 4.445 3.462 -5.020
N: 4.968 2.658 -4.361
H: 3.340 5.263 -5.226
H: 4.501 4.950 -6.534
H: 2.983 4.029 -6.453
C: -3.688 5.876 4.140
C: -4.195 4.600 3.557
N: -4.590 3.607 3.103
H: -4.521 6.462 4.529
H: -2.992 5.662 4.951
H: -3.173 6.455 3.372
C: 2.138 -0.329 -6.788
C: 1.530 0.951 -6.323
N: 1.045 1.960 -5.970
H: 1.491 -0.798 -7.530
H: 3.113 -0.134 -7.236
H: 2.264 -1.007 -5.943
C: -4.727 -4.842 1.835
C: -3.871 -5.732 0.996
N: -3.206 -6.428 0.344
H: -4.898 -3.897 1.317
H: -5.686 -5.323 2.025
H: -4.232 -4.643 2.786
C: 3.301 -5.833 -5.469
C: 1.918 -6.387 -5.400
N: 0.838 -6.819 -5.347
H: 3.845 -6.298 -6.292
H: 3.262 -4.756 -5.631
H: 3.827 -6.035 -4.535
C: -0.065 -3.756 1.680
C: 0.581 -3.568 3.011
N: 1.085 -3.422 4.047
H: 0.592 -3.380 0.895
H: -0.260 -4.815 1.508
H: -1.009 -3.211 1.645

=====

Which formula does entry 1 have? C30H48AlCl7CsN5O11S